[1]
A single C4H8O2 molecule. Source: OMol25; level of theory: ωB97M-V/def2-TZVPD.

Values from the calculation:
* F_max: 0.0073 Eh/bohr
* frontier orbital gap: 10.75 eV
* total energy: -307.6653 a.u.
* LUMO level: 1.05 eV
* SMILES: CC1OCCO1

Each line ends with the natural charge from an NBO analysis.
Atoms and positions in Å:
O: 0.41179 -0.85256 0.65700  -0.53
O: -0.21619 0.51861 -1.05739  -0.53
C: -0.61156 -0.59001 -0.27391  0.38
C: -1.88662 -0.30393 0.49286  -0.64
C: 1.06616 0.95917 -0.65651  -0.09
C: 1.56213 -0.11216 0.32099  -0.09
H: -1.72375 0.55049 1.15768  0.21
H: 1.71515 1.03453 -1.53613  0.18
H: -2.16220 -1.17731 1.09176  0.22
H: -2.71078 -0.07440 -0.18575  0.22
H: 0.99447 1.94702 -0.18254  0.17
H: 2.32716 -0.76238 -0.12089  0.17
H: -0.73517 -1.45341 -0.94826  0.14
H: 1.96941 0.31635 1.24108  0.19

[2]
2 unconnected molecules or ions with the total composition C7H14. Source: OMol25; level of theory: ωB97M-V/def2-TZVPD.

Values from the calculation:
* F_max: 0.0040 Eh/bohr
* frontier orbital gap: 10.30 eV
* total energy: -275.0609 a.u.
* LUMO level: 1.13 eV
* SMILES: C/C=C\C.C=CC

Each line ends with the natural charge from an NBO analysis.
Atoms and positions in Å:
C: 1.71123 -1.62649 -0.98458  -0.65
C: 0.39340 2.12424 -0.10979  -0.65
C: 0.25265 -1.88235 -0.73149  -0.20
C: 0.05848 -0.97920 1.64410  -0.66
C: -0.43957 -1.61401 0.37794  -0.18
C: -1.09191 2.32082 -0.01571  -0.17
C: -1.99789 1.44905 -0.45036  -0.41
H: 2.24578 -2.57049 -1.14809  0.22
H: -1.49862 -1.87524 0.38277  0.20
H: 1.10963 -0.68283 1.58629  0.21
H: 1.85001 -1.02234 -1.88959  0.22
H: 0.86757 2.20920 0.87598  0.21
H: -0.04987 -1.66879 2.49042  0.22
H: 0.85089 2.88799 -0.75098  0.22
H: -0.53389 -0.08495 1.87500  0.23
H: -1.69851 0.50631 -0.90484  0.20
H: 0.63327 1.13854 -0.52327  0.22
H: 2.19912 -1.10649 -0.15536  0.21
H: -1.42813 3.25466 0.43715  0.19
H: -0.28565 -2.34795 -1.55800  0.20
H: -3.06406 1.64327 -0.36559  0.20

[3]
2 unconnected molecules or ions with the total composition C3H6O2 at a distorted geometry. Source: OMol25; level of theory: ωB97M-V/def2-TZVPD.

Values from the calculation:
* F_max: 0.0615 Eh/bohr
* frontier orbital gap: 11.12 eV
* total energy: -268.3410 a.u.
* LUMO level: 0.89 eV
* SMILES: O=CO.C=C

Each line ends with the natural charge from an NBO analysis.
Atoms and positions in Å:
O: 0.75763 0.54936 1.61768  -0.69
O: -1.17220 -0.42130 1.09186  -0.57
C: 0.79030 -0.30419 -2.27638  -0.39
C: -0.30250 0.47415 -2.23667  -0.42
C: -0.21257 -0.36306 1.81060  0.64
H: 0.57481 1.07503 0.82663  0.50
H: 0.79318 -1.28160 -1.78247  0.19
H: 0.23269 -1.20348 2.34591  0.13
H: 1.75910 0.03770 -2.70062  0.19
H: -1.07479 -0.03800 -1.66643  0.22
H: -0.27394 1.52197 -2.48420  0.20

[4]
A molecular structure, C17H15BrN5O3Zr at a distorted geometry. Source: OMol25; level of theory: ωB97M-V/def2-TZVPD.

Values from the calculation:
* F_max: 0.0347 Eh/bohr
* frontier orbital gap (alpha / beta): 4.53 / 4.53 eV
* total energy: -3776.3490 a.u.
* total charge: +3
* LUMO level (alpha / beta): -10.86 / -10.86 eV

Each line ends with the Löwdin charge.
Atoms and positions in Å:
Zr: -0.59565 1.95494 2.85131  1.95
Br: 1.26824 -5.97625 -7.42270  0.93
O: 0.80507 0.71191 2.69682  -0.23
O: -0.06544 3.84673 3.15615  -0.11
O: 0.41593 5.48690 4.64605  0.10
N: -0.43157 -3.34407 -2.35416  0.18
N: -0.93529 1.64382 0.86395  -0.14
N: -0.14037 -2.31625 -1.79503  0.14
N: -0.11104 2.05661 5.18387  0.01
N: 0.10104 3.44051 5.38832  0.08
C: 1.10642 -3.40306 -4.23243  0.03
C: 0.15946 4.28328 4.34047  -0.49
C: 0.52649 -0.10418 1.63499  -0.29
C: -0.36341 0.38798 0.64884  -0.16
C: -1.62405 2.21986 -0.14883  -0.07
C: 0.74221 -5.13360 -5.85457  -0.64
C: 0.83441 -2.12410 0.36809  0.04
C: -1.37927 0.28088 -1.53468  0.07
C: -0.39097 -5.59287 -5.16672  -0.08
C: 0.43890 6.57166 3.66504  0.08
C: 1.11106 -1.36523 1.47462  0.04
C: -0.60506 -0.32585 -0.55311  -0.06
C: -0.00579 -1.64244 -0.67711  -0.14
C: -0.03125 -3.87083 -3.51841  -0.24
C: -1.85445 1.57435 -1.34185  0.01
C: 1.49034 -4.03988 -5.37449  -0.09
C: -0.76422 -4.98488 -4.00060  0.04
H: 1.28263 -3.10199 0.25095  0.14
H: 0.19466 6.21120 2.67159  0.10
H: 0.77497 1.56081 5.29585  0.14
H: -0.27965 7.31184 4.00314  0.12
H: -1.60401 -0.24237 -2.45519  0.14
H: 1.67927 -2.57020 -3.84302  0.13
H: -0.72011 1.72046 5.92500  0.15
H: -0.95282 -6.42993 -5.55661  0.12
H: -2.00093 3.21739 0.03492  0.13
H: 2.36421 -3.71119 -5.91996  0.12
H: 1.43548 7.00119 3.69302  0.12
H: 1.79330 -1.72830 2.23208  0.15
H: 0.37672 3.78083 6.30154  0.20
H: -2.41189 2.06774 -2.12535  0.14
H: -1.63355 -5.32344 -3.45179  0.14

The records above give, respectively, relative energy (zero: lowest compared OMol25 entry of this formula, charge and spin) values of 123.7 145.2 168.7 67.5 kJ/mol.